7 unconnected molecules or ions with the total composition C21H49BCl2O10S6 in a non-equilibrium geometry. Source: OMol25; level of theory: wB97M-V/def2-TZVPD.

Computed properties:
HOMO	-8.40	eV
strongest force on any atom	1.96	eV/Å

```
89
Properties=species:S:1:pos:R:3:mulliken_charge:R:1
C -0.012 -6.514 2.551 -0.314
C 0.091 -5.320 2.502 -1.165
C 0.067 -3.844 2.334 0.604
O -1.317 -3.481 2.229 0.016
C -1.568 -2.229 2.579 0.158
O -0.760 -1.364 2.761 -0.579
C -3.055 -1.899 2.767 0.084
Cl -3.625 -2.422 4.387 -0.145
C -3.969 -2.439 1.642 0.148
C -4.506 -3.856 1.888 -1.411
Cl -3.210 -2.316 0.017 -0.184
B 0.919 -3.539 0.996 0.622
O 0.213 -3.067 -0.104 -0.512
O 2.263 -3.733 0.862 -0.497
C 3.028 -3.492 2.051 -0.303
C 2.862 -2.078 2.593 -0.876
H 0.143 -7.525 2.838 0.466
H 0.531 -3.456 3.244 0.258
H -3.158 -0.817 2.761 0.373
H -4.850 -1.793 1.611 0.408
H -5.059 -4.198 1.010 0.428
H -3.685 -4.533 2.131 0.262
H -5.231 -3.843 2.701 0.420
H 0.455 -2.134 -0.177 0.291
H 2.873 -4.259 2.823 0.259
H 4.080 -3.597 1.767 0.341
H 3.681 -1.910 3.305 0.410
H 1.938 -1.923 3.157 0.232
H 2.979 -1.316 1.816 0.211
C -5.040 -7.939 3.999 -0.887
S -5.985 -6.757 4.972 0.409
O -5.551 -5.399 4.554 -0.520
C -5.179 -7.116 6.539 -0.961
H -5.358 -7.855 2.962 0.310
H -3.976 -7.713 4.075 0.233
H -5.240 -8.949 4.359 0.397
H -4.106 -6.943 6.450 0.303
H -5.374 -8.151 6.820 0.379
H -5.593 -6.450 7.294 0.313
C 2.060 3.628 1.029 -0.824
S 2.461 2.040 1.766 0.511
O 3.285 1.285 0.778 -0.590
C 0.796 1.362 1.691 -0.616
H 2.977 4.206 0.938 0.249
H 1.628 3.482 0.040 0.227
H 1.358 4.158 1.675 0.436
H 0.447 1.356 0.657 0.341
H 0.129 1.961 2.311 0.392
H 0.823 0.343 2.071 -0.093
C 4.930 2.946 -2.519 -0.422
S 4.023 4.470 -2.804 0.408
O 2.864 4.478 -1.867 -0.572
C 3.392 4.017 -4.424 -0.766
H 5.377 2.994 -1.530 -0.219
H 4.250 2.095 -2.569 0.315
H 5.716 2.847 -3.268 0.397
H 2.810 3.098 -4.352 0.298
H 4.225 3.881 -5.114 0.413
H 2.753 4.821 -4.783 0.108
C -0.563 6.924 -6.078 -1.002
S -0.145 5.336 -5.343 0.632
O 0.668 4.585 -6.342 -0.632
C -1.807 4.658 -5.387 -0.932
H 0.352 7.504 -6.181 0.316
H -1.010 6.770 -7.061 0.317
H -1.258 7.454 -5.426 0.361
H -2.175 4.648 -6.414 0.336
H -2.463 5.258 -4.759 0.359
H -1.774 3.644 -5.004 0.245
C 7.088 2.314 2.186 -1.091
S 6.859 3.323 0.716 0.759
O 7.921 2.947 -0.253 -0.676
C 7.354 4.878 1.475 -1.066
H 6.868 1.281 1.924 0.301
H 8.120 2.393 2.531 0.394
H 6.401 2.646 2.965 0.356
H 8.369 4.793 1.865 0.356
H 6.660 5.127 2.278 0.355
H 7.320 5.654 0.712 0.313
C -5.445 0.927 -3.963 -0.977
S -4.047 1.740 -4.749 0.539
O -4.093 3.175 -4.358 -0.592
C -4.678 1.621 -6.429 -0.941
H -5.276 0.926 -2.888 0.326
H -6.362 1.472 -4.189 0.312
H -5.516 -0.100 -4.321 0.375
H -5.645 2.121 -6.497 0.317
H -4.774 0.572 -6.708 0.366
H -3.968 2.110 -7.094 0.297
```